Entry 1:
DFT (wB97M-V/def2-TZVPD) results for a single C4H9NO2 molecule.

Calculated values
- SMILES string: C[C@@H](O)CC(N)=O
- Multiplicity: 1

Last column: Mulliken charge in e.
Positions of all 16 atoms, in Å:
C 0.189 -1.549 -1.440  -1.308
C -0.085 -0.686 -0.210  0.483
O 0.823 -1.030 0.839  -0.542
C 0.132 0.793 -0.487  -0.741
C -0.529 1.682 0.564  0.372
O -1.314 2.555 0.238  -0.639
N -0.227 1.413 1.864  -0.336
H 1.220 -1.407 -1.789  0.318
H -0.488 -1.287 -2.259  0.360
H 0.057 -2.615 -1.220  0.372
H -1.147 -0.751 0.107  0.214
H 0.656 -1.935 1.130  0.319
H 1.202 1.015 -0.580  0.380
H -0.364 1.055 -1.423  0.317
H -0.609 2.007 2.586  0.225
H 0.485 0.738 2.079  0.206

***

Entry 2:
DFT (wB97M-V/def2-TZVPD) results for a molecular structure, C4H9NO2.

Calculated values
- Multiplicity: 1

Last column: Mulliken charge in e.
Positions of all 16 atoms, in Å:
C 2.068 -0.132 0.992  -1.335
C 0.999 0.074 -0.067  0.444
O 0.874 -1.143 -0.780  -0.548
C -0.345 0.454 0.563  -0.691
N -1.390 0.573 -0.430  -0.364
C -2.301 -0.297 -0.753  -0.046
O -3.028 0.195 -1.687  -0.625
H 2.213 0.778 1.582  0.371
H 3.021 -0.401 0.528  0.322
H 1.776 -0.945 1.665  0.356
H 1.301 0.884 -0.751  0.207
H 0.283 -0.972 -1.525  0.326
H -0.612 -0.312 1.301  0.345
H -0.251 1.407 1.097  0.313
H -2.147 1.125 -1.412  0.539
H -2.462 -1.287 -0.323  0.387

***

Entry 3:
DFT (wB97M-V/def2-TZVPD) results for a single C4H9NO2 molecule.

Calculated values
- SMILES string: C[C@@H](CO)NC=O
- Multiplicity: 1

Last column: Mulliken charge in e.
Positions of all 16 atoms, in Å:
C -0.258 -1.295 -1.319  -1.569
C 0.135 -0.512 -0.071  0.496
C 1.244 0.504 -0.391  -0.665
O 2.004 0.888 0.716  -0.569
N -1.087 0.112 0.456  -0.137
C -1.180 0.962 1.499  0.053
O -0.252 1.461 2.120  -0.642
H -1.074 -1.996 -1.111  0.425
H 0.593 -1.873 -1.685  0.397
H -0.580 -0.616 -2.118  0.371
H 0.540 -1.196 0.688  0.165
H 1.940 0.021 -1.086  0.335
H 0.788 1.359 -0.923  0.315
H 1.377 1.236 1.377  0.446
H -1.963 -0.239 0.096  0.233
H -2.229 1.192 1.756  0.348

***

Entry 4:
DFT (wB97M-V/def2-TZVPD) results for a molecular structure, C4H9NO2.

Calculated values
- Multiplicity: 1

Last column: Mulliken charge in e.
Positions of all 16 atoms, in Å:
C 0.253 1.074 -1.492  -0.196
C -0.922 0.228 1.702  -1.096
N -0.481 -0.091 -1.517  -0.823
C -0.042 -0.361 0.683  0.541
C 0.544 -1.539 0.528  -0.176
O 0.807 1.151 -0.030  -0.484
O 1.118 -1.945 -0.622  -0.583
H 1.750 0.922 -0.019  0.418
H 0.581 -1.409 -1.298  0.439
H -1.478 0.078 -1.452  0.201
H -0.277 2.019 -1.622  0.264
H 1.162 1.055 -2.102  0.293
H 0.483 -2.272 1.329  0.336
H -1.162 -0.549 2.435  0.351
H -1.868 0.561 1.265  0.267
H -0.468 1.078 2.213  0.249

***

Entry 5:
DFT (wB97M-V/def2-TZVPD) results for a single C4H9NO2 molecule.

Calculated values
- SMILES string: C[C@H](C=O)NCO
- Multiplicity: 1

Last column: Mulliken charge in e.
Positions of all 16 atoms, in Å:
O 2.696 -1.165 0.011  -0.469
C 1.826 -0.485 0.479  -0.269
C 0.348 -0.509 0.132  0.749
C -0.338 -1.352 1.229  -1.386
N -0.097 0.894 0.080  -0.391
C -0.373 1.391 -1.217  -0.595
O -1.504 0.781 -1.874  -0.512
H 2.039 0.233 1.287  0.343
H 0.128 -0.991 -0.825  0.230
H 0.398 -2.048 1.623  0.366
H -1.218 -1.861 0.860  0.336
H -0.687 -0.721 2.054  0.367
H -0.918 1.002 0.658  0.201
H 0.443 1.217 -1.915  0.355
H -0.471 2.477 -1.160  0.358
H -2.274 1.138 -1.421  0.317

***

Entry 6:
DFT (wB97M-V/def2-TZVPD) results for a molecular structure, C4H9NO2.

Calculated values
- Multiplicity: 1

Last column: Mulliken charge in e.
Positions of all 16 atoms, in Å:
C 0.222 -1.297 -2.097  -0.598
C 1.575 0.861 0.448  -1.048
C 0.523 -0.132 0.332  0.515
N -1.837 1.273 1.454  -0.463
C -0.501 -0.828 0.558  0.000
O -0.852 0.337 1.872  -0.419
O 0.818 -1.487 -0.834  -0.513
H -1.586 2.148 1.911  0.231
H -2.711 0.967 1.881  0.226
H -1.376 -1.423 0.416  0.424
H -0.822 -1.638 -2.118  0.236
H 0.246 -0.246 -2.420  0.269
H 0.789 -1.874 -2.837  0.242
H 2.210 0.653 1.312  0.272
H 2.191 0.844 -0.453  0.325
H 1.111 1.843 0.577  0.301

***

Entry 7:
DFT (wB97M-V/def2-TZVPD) results for a molecular structure, C4H9NO2.

Calculated values
- Multiplicity: 1

Last column: Mulliken charge in e.
Positions of all 16 atoms, in Å:
C 1.293 -1.258 0.453  -1.494
C 0.165 -0.234 0.379  0.421
C 0.693 1.198 0.237  -0.577
O -0.241 2.182 0.578  -0.516
N -0.750 -0.572 -0.728  -0.188
C -2.266 -0.046 -0.984  -0.336
O -2.612 0.952 -0.428  -0.442
H 0.898 -2.278 0.491  0.384
H 1.905 -1.094 1.345  0.389
H 1.951 -1.179 -0.423  0.360
H -0.440 -0.269 1.294  0.199
H 1.544 1.327 0.917  0.332
H 1.080 1.324 -0.791  0.275
H -1.095 1.960 0.166  0.391
H -0.291 -0.751 -1.623  0.327
H -1.835 -1.262 -0.884  0.474

***

Entry 8:
DFT (wB97M-V/def2-TZVPD) results for 2 unconnected molecules or ions with the total composition C4H9NO2.

Calculated values
- SMILES string: C=CCNC=O.O
- Multiplicity: 1

Last column: Mulliken charge in e.
Positions of all 16 atoms, in Å:
C 1.033 -0.144 -2.062  -0.688
C 0.172 0.391 -1.203  -0.215
O -0.993 -2.029 -0.331  -0.682
C 0.579 0.846 0.179  -0.491
N -0.506 1.097 1.109  -0.060
C -0.839 0.223 2.087  0.025
O -0.375 -0.898 2.212  -0.626
H 2.074 -0.318 -1.803  0.253
H 0.718 -0.464 -3.049  0.303
H -0.214 -1.898 -0.883  0.350
H -0.867 0.531 -1.487  0.208
H -0.674 -1.863 0.571  0.353
H 1.231 0.103 0.647  0.330
H 1.156 1.770 0.079  0.338
H -0.917 2.016 1.137  0.234
H -1.577 0.637 2.797  0.368

***

HOMO-LUMO gap list, top to bottom, in eV: 10.29 10.58 10.61 8.48 10.25 9.19 9.89 10.62
ΔE to the lowest compared entry with this formula, charge and spin list, top to bottom, in eV: 0.3984 2.8005 0.7853 5.6562 1.9016 8.2992 4.5325 1.5030